{
  "formula": "C46H42AsIN9O2Tl",
  "method": "ωB97M-V/def2-TZVPD",
  "species": ["Tl", "C", "C", "N", "N", "C", "O", "C", "C", "C", "C", "C", "C", "C", "C", "C", "C", "C", "N", "H", "H", "H", "H", "H", "H", "H", "H", "H", "H", "H", "H", "C", "O", "C", "C", "C", "C", "C", "C", "C", "N", "C", "C", "N", "C", "C", "C", "C", "N", "C", "C", "N", "C", "C", "C", "C", "H", "H", "H", "H", "H", "H", "H", "H", "H", "H", "H", "H", "H", "H", "I", "C", "C", "N", "N", "C", "H", "H", "H", "C", "As", "C", "C", "C", "C", "C", "C", "C", "C", "H", "H", "H", "H", "H", "H", "H", "H", "H", "H", "H", "H", "H"],
  "coordinates": [[-0.248, 0.071, 0.102], [3.572, 1.076, 2.685], [2.341, 0.526, 2.039], [1.972, 0.873, 0.854], [2.608, 1.669, 0.047], [1.927, 2.247, -0.952], [0.681, 2.112, -1.050], [2.675, 3.031, -1.944], [1.955, 3.687, -2.949], [2.608, 4.448, -3.897], [3.990, 4.554, -3.861], [4.715, 3.877, -2.891], [4.067, 3.124, -1.930], [1.525, -0.436, 2.789], [2.080, -1.200, 3.819], [1.266, -2.057, 4.538], [-0.088, -2.125, 4.238], [-0.558, -1.347, 3.193], [0.224, -0.540, 2.495], [3.769, 2.072, 2.300], [4.435, 0.452, 2.455], [3.459, 1.121, 3.764], [0.878, 3.595, -2.973], [2.045, 4.955, -4.665], [4.501, 5.166, -4.586], [5.792, 3.937, -2.884], [4.626, 2.605, -1.166], [3.132, -1.127, 4.044], [1.676, -2.663, 5.330], [-0.764, -2.743, 4.808], [-1.602, -1.359, 2.911], [-2.953, -13.875, 0.095], [-3.837, -12.774, 0.147], [-3.377, -11.521, 0.088], [-4.364, -10.522, 0.052], [-4.019, -9.197, -0.006], [-2.671, -8.804, -0.033], [-1.690, -9.804, 0.003], [-2.030, -11.138, 0.060], [-2.292, -7.417, -0.079], [-1.049, -6.963, -0.111], [-1.133, -5.619, -0.104], [-2.480, -5.217, -0.064], [-3.195, -6.378, -0.060], [-2.869, -3.868, 0.025], [-4.199, -3.423, 0.131], [-4.456, -2.080, 0.259], [-3.380, -1.191, 0.254], [-2.132, -1.588, 0.133], [-1.830, -2.889, 0.036], [-0.444, -3.284, -0.050], [0.504, -2.330, -0.065], [1.774, -2.668, -0.138], [2.206, -3.994, -0.202], [1.268, -4.999, -0.188], [-0.088, -4.656, -0.112], [-3.590, -14.758, 0.067], [-2.308, -13.921, 0.976], [-2.334, -13.846, -0.804], [-5.398, -10.830, 0.067], [-4.809, -8.462, -0.036], [-0.654, -9.504, -0.012], [-1.251, -11.883, 0.085], [-4.197, -6.474, -0.071], [-5.012, -4.133, 0.111], [-5.463, -1.714, 0.366], [-3.527, -0.122, 0.343], [2.486, -1.853, -0.167], [3.255, -4.223, -0.275], [1.533, -6.043, -0.245], [-1.751, -0.870, -6.271], [-0.604, -0.528, -4.560], [0.654, 0.038, -4.504], [0.980, 0.113, -3.204], [0.012, -0.359, -2.419], [-0.960, -0.759, -3.224], [1.298, 0.376, -5.293], [1.820, 0.508, -2.807], [-1.851, -1.211, -2.839], [-3.634, 2.709, 0.687], [-2.145, 2.271, -0.526], [-3.167, 1.757, -2.127], [-1.462, 4.137, -0.778], [-2.242, 4.933, -1.763], [-2.193, 4.592, -3.114], [-2.860, 5.344, -4.061], [-3.547, 6.487, -3.678], [-3.580, 6.851, -2.342], [-2.959, 6.065, -1.385], [-4.167, 3.552, 0.245], [-3.262, 3.005, 1.669], [-4.334, 1.888, 0.819], [-3.758, 2.605, -2.479], [-3.830, 0.926, -1.880], [-2.489, 1.442, -2.919], [-0.424, 4.055, -1.087], [-1.490, 4.591, 0.215], [-1.604, 3.734, -3.416], [-2.831, 5.050, -5.099], [-4.050, 7.088, -4.420], [-4.080, 7.761, -2.049], [-2.996, 6.357, -0.344]],
  "atomic_forces_ev_per_a": [[0.433, 0.666, -0.282], [0.007, 0.125, -0.151], [0.521, 0.619, -0.628], [-2.267, -1.344, 0.229], [1.931, 0.915, -0.415], [-0.225, -0.735, 1.078], [-0.437, -0.389, -0.173], [0.103, 0.225, -0.427], [-0.005, -0.148, 0.230], [0.037, 0.016, -0.046], [0.002, -0.063, 0.052], [0.026, 0.026, -0.008], [-0.142, -0.090, 0.081], [-0.334, -0.423, 0.400], [-0.162, 0.160, -0.230], [-0.228, -0.007, -0.079], [0.152, 0.167, -0.027], [-0.198, -0.284, 0.257], [0.066, 0.255, -0.672], [0.052, 0.032, -0.055], [0.129, -0.043, -0.031], [-0.007, 0.023, 0.082], [-0.063, -0.003, 0.006], [-0.057, 0.079, -0.050], [0.085, 0.039, -0.125], [0.125, 0.050, 0.024], [0.025, -0.016, 0.067], [0.087, 0.022, 0.019], [0.074, -0.039, 0.091], [-0.031, -0.072, -0.016], [-0.080, -0.059, -0.005], [0.265, -0.266, -0.024], [-0.295, 0.184, 0.007], [0.033, 0.489, -0.035], [0.035, -0.274, 0.014], [0.392, 0.059, -0.012], [-0.264, -0.827, 0.002], [-0.288, 0.535, -0.032], [-0.176, -0.442, 0.021], [0.314, 0.576, 0.000], [0.160, -0.501, -0.010], [-1.454, 0.338, 0.055], [1.201, -0.113, -0.047], [-0.034, -0.306, 0.012], [0.129, 0.476, -0.002], [0.195, 0.301, -0.024], [0.084, -0.194, -0.003], [-0.186, 0.193, -0.028], [0.554, 0.590, 0.049], [-0.555, -0.537, -0.038], [0.409, -0.613, -0.038], [-0.181, 0.562, 0.151], [0.130, 0.074, -0.082], [-0.234, -0.274, -0.019], [0.077, 0.310, -0.003], [-0.148, 0.571, 0.024], [0.117, 0.087, 0.011], [-0.040, 0.059, 0.021], [-0.019, 0.018, -0.030], [-0.083, -0.025, 0.011], [-0.145, 0.038, -0.002], [0.116, -0.033, -0.010], [0.055, -0.065, 0.007], [0.112, -0.024, 0.047], [-0.093, -0.064, 0.040], [-0.133, 0.091, -0.013], [-0.097, -0.038, 0.032], [0.088, 0.057, 0.051], [0.183, 0.048, 0.008], [0.074, -0.087, 0.012], [0.306, 0.052, 0.491], [-0.219, 0.027, -0.489], [-0.399, -0.180, -0.022], [0.208, 0.148, -0.142], [-0.114, -0.088, 0.817], [0.251, -0.020, -0.390], [0.185, 0.068, -0.033], [-0.120, 0.021, -0.026], [-0.247, -0.058, 0.141], [0.195, -0.073, -0.016], [-0.492, -0.111, 0.268], [0.235, 0.118, 0.076], [0.257, -0.298, 0.134], [-0.236, 0.109, -0.201], [0.129, -0.008, 0.111], [0.021, 0.020, -0.094], [-0.023, -0.049, 0.083], [-0.086, 0.062, -0.111], [0.118, -0.157, 0.041], [0.030, 0.002, -0.048], [0.083, -0.025, -0.097], [0.024, -0.073, -0.079], [0.076, -0.076, 0.145], [0.080, 0.051, 0.104], [-0.004, 0.041, 0.026], [-0.030, -0.143, 0.080], [-0.029, -0.142, 0.003], [-0.021, -0.054, -0.085], [0.031, 0.007, -0.111], [-0.032, 0.078, -0.046], [-0.117, 0.051, 0.072], [0.016, 0.022, 0.081]],
  "spin_multiplicity": 1,
  "total_charge": 2,
  "homo_energy_ev": -11.59
}


{
  "formula": "C2H6O2S",
  "method": "ωB97M-V/def2-TZVPD",
  "species": ["C", "C", "O", "O", "S", "H", "H", "H", "H", "H", "H"],
  "coordinates": [[1.307, -0.534, 0.632], [-1.681, 1.195, 0.158], [-1.997, -1.281, -0.689], [2.321, -1.287, 0.009], [-1.499, -0.683, 0.495], [1.288, -0.899, 1.607], [1.312, 0.557, 0.363], [2.118, -1.222, -0.883], [-1.211, 1.648, 1.051], [-2.696, 1.096, 0.057], [-1.056, 1.342, -0.761]],
  "atomic_forces_ev_per_a": [[1.236, 0.492, -1.582], [4.194, -2.346, 0.470], [-1.571, -2.081, -3.674], [-1.145, 0.498, 2.434], [2.291, 2.692, 3.292], [-0.495, 0.198, 1.794], [-0.185, -1.098, 0.455], [-0.004, 0.049, -3.029], [-0.828, 0.260, -0.552], [-2.510, 1.142, -0.360], [-0.985, 0.194, 0.752]],
  "spin_multiplicity": 1,
  "homo_energy_ev": [-8.27, -8.30]
}


{
  "formula": "C4H13N2S",
  "method": "ωB97M-V/def2-TZVPD",
  "species": ["N", "C", "C", "C", "S", "C", "N", "H", "H", "H", "H", "H", "H", "H", "H", "H", "H", "H", "H", "H"],
  "coordinates": [[1.133, -1.588, -0.311], [0.464, -0.251, -0.654], [-1.053, -0.664, -0.502], [-2.035, 0.503, -0.568], [-3.473, 0.339, 0.643], [0.826, 0.794, 0.371], [2.263, 0.746, 0.701], [1.969, -1.186, 0.209], [0.547, -1.980, 0.430], [1.194, -2.240, -1.091], [0.724, -0.012, -1.681], [-1.354, -1.478, -1.161], [-1.203, -1.035, 0.528], [-1.511, 1.417, -0.301], [-2.439, 0.690, -1.577], [-2.162, 1.106, 1.684], [0.319, 0.738, 1.329], [0.652, 1.800, -0.022], [2.402, 0.781, 1.706], [2.740, 1.521, 0.268]],
  "atomic_forces_ev_per_a": [[0.242, 2.031, 1.617], [-2.825, -1.909, -0.034], [-0.168, 0.856, 0.372], [-0.713, 0.372, -0.784], [4.452, 2.079, 1.709], [1.602, 1.258, 0.316], [-0.219, -0.791, 0.056], [0.508, -0.957, -1.051], [0.062, -0.403, -0.256], [0.654, 0.180, 0.190], [0.192, 0.190, 0.097], [0.182, 0.022, -0.218], [0.449, -0.123, -0.185], [-0.264, 0.024, -0.082], [0.098, -0.337, 0.348], [-3.519, -1.823, -1.568], [-0.705, -0.455, -0.175], [-0.563, -0.309, -0.153], [0.154, 0.173, -0.252], [0.382, -0.077, 0.054]],
  "spin_multiplicity": 1,
  "total_charge": 1,
  "homo_energy_ev": -12.51
}


Repeat the third record exactly.
{
  "formula": "C4H13N2S",
  "method": "ωB97M-V/def2-TZVPD",
  "species": ["N", "C", "C", "C", "S", "C", "N", "H", "H", "H", "H", "H", "H", "H", "H", "H", "H", "H", "H", "H"],
  "coordinates": [[1.133, -1.588, -0.311], [0.464, -0.251, -0.654], [-1.053, -0.664, -0.502], [-2.035, 0.503, -0.568], [-3.473, 0.339, 0.643], [0.826, 0.794, 0.371], [2.263, 0.746, 0.701], [1.969, -1.186, 0.209], [0.547, -1.980, 0.430], [1.194, -2.240, -1.091], [0.724, -0.012, -1.681], [-1.354, -1.478, -1.161], [-1.203, -1.035, 0.528], [-1.511, 1.417, -0.301], [-2.439, 0.690, -1.577], [-2.162, 1.106, 1.684], [0.319, 0.738, 1.329], [0.652, 1.800, -0.022], [2.402, 0.781, 1.706], [2.740, 1.521, 0.268]],
  "atomic_forces_ev_per_a": [[0.242, 2.031, 1.617], [-2.825, -1.909, -0.034], [-0.168, 0.856, 0.372], [-0.713, 0.372, -0.784], [4.452, 2.079, 1.709], [1.602, 1.258, 0.316], [-0.219, -0.791, 0.056], [0.508, -0.957, -1.051], [0.062, -0.403, -0.256], [0.654, 0.180, 0.190], [0.192, 0.190, 0.097], [0.182, 0.022, -0.218], [0.449, -0.123, -0.185], [-0.264, 0.024, -0.082], [0.098, -0.337, 0.348], [-3.519, -1.823, -1.568], [-0.705, -0.455, -0.175], [-0.563, -0.309, -0.153], [0.154, 0.173, -0.252], [0.382, -0.077, 0.054]],
  "spin_multiplicity": 1,
  "total_charge": 1,
  "homo_energy_ev": -12.51
}